<A>
C6H6N2O3S | ωB97M-V/def2-TZVPD

Each atom is followed by the atoms it is bonded to, with distances in Å.
Geometry (Å):
1 O 0.270 -3.292 0.574  C2 1.189
2 C -0.602 -2.646 0.088  O1 1.189, C3 1.480, H13 1.158
3 C -0.488 -1.275 -0.456  C2 1.480, C4 1.522, S10 1.875, H14 1.100
4 C 0.900 -0.661 -0.569  C3 1.522, N5 1.433, H15 1.141, H16 1.122
5 N 0.680 0.712 -0.219  C4 1.433, C6 1.303, C9 1.342
6 C 1.508 1.706 -0.067  N5 1.303, C7 1.365, H17 1.062
7 C 0.877 2.861 0.296  C6 1.365, N8 1.384, H18 1.052
8 N -0.427 2.484 0.565  C7 1.384, C9 1.342
9 C -0.474 1.171 0.290  N5 1.342, N8 1.342, S10 1.790
10 S -1.668 -0.150 0.472  C3 1.875, C9 1.790, O11 1.439, O12 1.388
11 O -2.869 -0.086 -0.318  S10 1.439
12 O -1.781 -0.420 1.828  S10 1.388
13 H -1.676 -3.003 0.329  C2 1.158
14 H -1.059 -1.193 -1.392  C3 1.100
15 H 1.648 -1.057 0.196  C4 1.141
16 H 1.381 -0.733 -1.581  C4 1.122
17 H 2.496 1.759 -0.453  C6 1.062
18 H 1.284 3.824 0.415  C7 1.052

frontier orbital gap	0.3622	Ha
SMILES string	O=C[C@@H]1Cn2ccnc2S1(=O)=O

<B>
C6H6N2O3S | ωB97M-V/def2-TZVPD

Each atom is followed by the atoms it is bonded to, with distances in Å.
Geometry (Å):
1 C -0.013 -3.025 -0.041  C2 1.399, N7 1.336, H13 1.108
2 C -0.836 -1.924 -0.299  C1 1.399, N8 1.365, H14 1.033
3 C 1.259 -1.300 -0.155  N7 1.295, N8 1.367, S12 1.829
4 C 0.875 1.292 1.630  C6 1.415, O9 1.205, H15 1.031
5 C -0.255 0.462 -0.901  N8 1.417, H16 1.099, H17 1.139
6 C 1.459 1.295 0.341  C4 1.415, S12 1.765, H18 1.024
7 N 1.232 -2.566 0.115  C1 1.336, C3 1.295
8 N 0.010 -0.873 -0.509  C2 1.365, C3 1.367, C5 1.417
9 O 0.706 0.384 2.405  C4 1.205
10 O 2.816 0.147 -1.507  S12 1.424
11 O 3.724 -0.208 0.668  S12 1.420
12 S 2.556 -0.010 -0.116  C3 1.829, C6 1.765, O10 1.424, O11 1.420
13 H -0.268 -4.052 0.290  C1 1.108
14 H -1.753 -1.856 -0.768  C2 1.033
15 H 0.472 2.239 1.692  C4 1.031
16 H -0.962 0.981 -0.240  C5 1.099
17 H -0.247 0.654 -2.024  C5 1.139
18 H 1.492 2.125 -0.258  C6 1.024

frontier orbital gap (alpha / beta)	0.2719 / 0.2719	Ha

<C>
C6H6N2O3S | ωB97M-V/def2-TZVPD

Each atom is followed by the atoms it is bonded to, with distances in Å.
Geometry (Å):
1 C -0.968 1.742 0.371  C2 1.417, C3 1.436, H13 1.069
2 C -1.199 0.453 0.913  C1 1.417, C4 1.407, H14 1.047
3 C 0.085 1.818 -0.602  C1 1.436, C5 1.384, H15 1.067
4 C -0.444 -0.666 0.516  C2 1.407, C6 1.376, H16 1.067
5 C 0.737 0.689 -1.064  C3 1.384, C6 1.383, H17 1.043
6 C 0.558 -0.521 -0.417  C4 1.376, C5 1.383, S12 1.822
7 N 2.014 -2.817 0.176  S12 1.572, H18 0.997
8 N 0.213 -2.863 -2.925  O9 1.221, O10 1.176
9 O -0.801 -2.322 -3.336  N8 1.221
10 O 0.915 -3.635 -3.469  N8 1.176
11 O 2.717 -1.279 -1.765  S12 1.444
12 S 1.631 -1.866 -1.015  C6 1.822, N7 1.572, O11 1.444
13 H -1.472 2.670 0.540  C1 1.069
14 H -2.029 0.210 1.503  C2 1.047
15 H 0.518 2.605 -1.177  C3 1.067
16 H -0.602 -1.590 1.026  C4 1.067
17 H 1.362 0.895 -1.874  C5 1.043
18 H 2.958 -3.053 -0.042  N7 0.997

frontier orbital gap (alpha / beta)	0.3054 / 0.2611	Ha

Tell me which of them is the most stable. Sure, it is <A>.

<A>
C11H15NO | ωB97M-V/def2-TZVPD

Each atom is followed by the atoms it is bonded to, with distances in Å.
Geometry (Å):
1 C -2.196 1.673 1.566  C2 1.501, H11 1.023, H12 1.047, H13 1.163
2 C -0.965 2.050 0.795  C1 1.501, C3 1.410, C10 1.399
3 C 0.019 2.984 1.177  C2 1.410, N4 1.377, H14 1.108
4 N 1.151 2.834 0.408  C3 1.377, C5 1.469, H15 0.970
5 C 0.810 1.876 -0.651  N4 1.469, C6 1.510, C10 1.386
6 C 1.659 1.224 -1.716  C5 1.510, C7 1.396, H16 1.102
7 C 0.966 0.245 -2.430  C6 1.396, C8 1.348, H17 1.117
8 C -0.233 -0.271 -2.093  C7 1.348, C9 1.419, H18 1.105
9 C -0.895 0.139 -0.907  C8 1.419, C10 1.441, H19 1.113
10 C -0.368 1.289 -0.217  C2 1.399, C5 1.386, C9 1.441
11 H -3.108 1.856 1.137  C1 1.023
12 H -2.341 2.053 2.530  C1 1.047
13 H -2.462 0.550 1.710  C1 1.163
14 H -0.052 3.881 1.824  C3 1.108
15 H 2.075 3.111 0.510  N4 0.970
16 H 2.676 1.571 -1.961  C6 1.102
17 H 1.471 -0.065 -3.378  C7 1.117
18 H -0.915 -1.098 -2.361  C8 1.105
19 H -1.947 -0.133 -0.667  C9 1.113
20 C 0.308 -2.743 1.466  C21 1.564, H23 1.083, H24 1.106, H25 1.071
21 C 0.330 -2.662 -0.095  C20 1.564, O22 1.429, H26 1.137, H27 1.118
22 O 1.699 -2.838 -0.466  C21 1.429, H28 0.956
23 H 0.023 -3.735 1.792  C20 1.083
24 H -0.390 -2.013 1.918  C20 1.106
25 H 1.324 -2.529 1.733  C20 1.071
26 H -0.118 -3.603 -0.550  C21 1.137
27 H -0.361 -1.872 -0.477  C21 1.118
28 H 1.840 -3.774 -0.597  O22 0.956

frontier orbital gap	0.3115	Ha
SMILES string	Cc1c[nH]c2ccccc12.CCO

<B>
C11H15NO | ωB97M-V/def2-TZVPD

Each atom is followed by the atoms it is bonded to, with distances in Å.
Geometry (Å):
1 C 0.871 2.419 1.915  C2 1.496, H11 1.083, H12 1.088, H13 1.107
2 C 1.007 1.862 0.533  C1 1.496, C3 1.366, C10 1.430
3 C 2.119 1.673 -0.238  C2 1.366, N4 1.390, H14 1.082
4 N 1.827 1.097 -1.468  C3 1.390, C5 1.419, H15 1.006
5 C 0.417 0.936 -1.509  N4 1.419, C6 1.389, C10 1.407
6 C -0.365 0.404 -2.527  C5 1.389, C7 1.367, H16 1.084
7 C -1.722 0.430 -2.366  C6 1.367, C8 1.406, H17 1.085
8 C -2.250 0.928 -1.162  C7 1.406, C9 1.362, H18 1.093
9 C -1.477 1.179 -0.068  C8 1.362, C10 1.435, H19 1.086
10 C -0.055 1.283 -0.230  C2 1.430, C5 1.407, C9 1.435
11 H 1.325 1.860 2.725  C1 1.083
12 H -0.184 2.677 1.981  C1 1.088
13 H 1.294 3.438 2.006  C1 1.107
14 H 3.012 2.283 -0.262  C3 1.082
15 H 2.399 1.194 -2.289  N4 1.006
16 H 0.081 -0.008 -3.425  C6 1.084
17 H -2.335 0.238 -3.242  C7 1.085
18 H -3.321 1.002 -0.960  C8 1.093
19 H -1.822 1.216 0.960  C9 1.086
20 C 0.153 -3.891 1.166  C21 1.574, H23 1.093, H24 1.080, H25 1.074
21 C -0.455 -2.492 0.777  C20 1.574, O22 1.432, H26 1.093, H27 1.097
22 O -0.217 -1.647 1.908  C21 1.432, H28 0.947
23 H 1.159 -3.938 0.739  C20 1.093
24 H -0.518 -4.579 0.673  C20 1.080
25 H 0.166 -3.863 2.239  C20 1.074
26 H -0.035 -2.104 -0.154  C21 1.093
27 H -1.533 -2.576 0.590  C21 1.097
28 H 0.458 -1.021 1.689  O22 0.947

frontier orbital gap	0.3244	Ha
SMILES string	Cc1c[nH]c2ccccc12.CCO

<C>
C11H15NO | ωB97M-V/def2-TZVPD

Each atom is followed by the atoms it is bonded to, with distances in Å.
Geometry (Å):
1 C 0.261 2.398 2.070  C2 1.476, H11 1.100, H12 1.121, H13 1.103
2 C 0.457 1.832 0.722  C1 1.476, C3 1.365, C10 1.452
3 C 0.251 2.410 -0.498  C2 1.365, N4 1.415, H14 1.037
4 N 0.462 1.489 -1.552  C3 1.415, C5 1.366, H15 0.970
5 C 0.937 0.351 -0.965  N4 1.366, C6 1.426, C10 1.438
6 C 1.691 -0.781 -1.393  C5 1.426, C7 1.359, H16 1.175
7 C 2.265 -1.627 -0.497  C6 1.359, C8 1.377, H17 1.142
8 C 2.311 -1.369 0.854  C7 1.377, C9 1.379, H18 1.190
9 C 1.548 -0.346 1.377  C8 1.379, C10 1.374, H19 1.101
10 C 0.947 0.489 0.466  C2 1.452, C5 1.438, C9 1.374
11 H -0.613 2.041 2.636  C1 1.100
12 H 0.216 3.517 2.015  C1 1.121
13 H 1.223 2.279 2.596  C1 1.103
14 H 0.031 3.413 -0.637  C3 1.037
15 H 0.278 1.680 -2.485  N4 0.970
16 H 1.683 -0.844 -2.566  C6 1.175
17 H 2.709 -2.627 -0.824  C7 1.142
18 H 3.062 -2.038 1.490  C8 1.190
19 H 1.537 -0.154 2.461  C9 1.101
20 C -1.834 -1.852 -1.079  C21 1.547, H23 1.097, H24 1.163, H25 1.104
21 C -2.425 -0.891 -0.020  C20 1.547, O22 1.420, H26 1.101, H27 1.130
22 O -3.731 -0.463 -0.374  C21 1.420, H28 0.936
23 H -2.190 -1.803 -2.116  C20 1.097
24 H -1.888 -3.003 -0.925  C20 1.163
25 H -0.747 -1.793 -0.894  C20 1.104
26 H -2.447 -1.338 0.985  C21 1.101
27 H -1.929 0.111 0.145  C21 1.130
28 H -4.065 -1.082 -0.992  O22 0.936

frontier orbital gap	0.3267	Ha
SMILES string	Cc1c[nH]c2ccccc12.CCO

Tell me which of them is the most stable. Sure, it is <B>.

<A>
C3H3N2O | ωB97M-V/def2-TZVPD

Each atom is followed by the atoms it is bonded to, with distances in Å.
Geometry (Å):
1 N -1.576 0.542 -0.337  C2 1.269, H7 1.019, H8 1.020
2 C -0.428 0.117 0.001  N1 1.269, C3 1.399, N6 1.457
3 C 0.478 -0.927 0.215  C2 1.399, C4 1.522, N6 1.705, H9 1.079
4 C 1.697 -0.045 -0.015  C3 1.522, O5 1.154, N6 1.370
5 O 2.775 -0.067 -0.427  C4 1.154
6 N 0.747 0.705 0.627  C2 1.457, C3 1.705, C4 1.370
7 H -2.265 -0.091 -0.741  N1 1.019
8 H -1.824 1.524 -0.222  N1 1.020
9 H 0.396 -1.758 0.900  C3 1.079

frontier orbital gap	0.3825	Ha
SMILES string	[NH2+]=C1[C@H]2C(=O)N12
charge	+1

<B>
C3H3N2O | ωB97M-V/def2-TZVPD

Each atom is followed by the atoms it is bonded to, with distances in Å.
Geometry (Å):
1 C 0.127 -0.309 -0.389  C3 1.432, N4 1.322, N5 1.266
2 C 0.488 0.859 1.322  C3 1.418, N4 1.430, O6 1.151
3 C -0.591 0.120 0.774  C1 1.432, C2 1.418, N4 1.733
4 N 0.740 0.822 -0.085  C1 1.322, C2 1.430, C3 1.733
5 N 0.186 -1.224 -1.262  C1 1.266, H8 0.979, H9 1.025
6 O 0.797 1.381 2.300  C2 1.151
7 H -2.016 1.116 0.707  no bonds
8 H -0.565 -1.842 -1.371  N5 0.979
9 H 0.834 -0.922 -1.996  N5 1.025

frontier orbital gap (alpha / beta)	0.3649 / 0.3649	Ha
charge	+1

Tell me which of them is the most stable. Sure, it is <A>.

<A>
C2H2ClINO2 | ωB97M-V/def2-TZVPD

Each atom is followed by the atoms it is bonded to, with distances in Å.
Geometry (Å):
1 C -1.029 -1.972 -0.618  N3 1.185, O5 1.172
2 C -0.964 1.647 0.224  O4 1.181, H8 1.093, H9 1.211
3 N -0.666 -1.845 0.502  C1 1.185, Cl6 1.918
4 O -1.544 2.573 0.671  C2 1.181
5 O -1.678 -2.234 -1.558  C1 1.172
6 Cl 1.132 -1.441 1.034  N3 1.918
7 I 6.056 0.930 -0.046  no bonds
8 H -1.379 0.636 0.188  C2 1.093
9 H 0.073 1.707 -0.397  C2 1.211

frontier orbital gap	0.1263	Ha
charge	-1

<B>
C2H2ClINO2 | ωB97M-V/def2-TZVPD

Each atom is followed by the atoms it is bonded to, with distances in Å.
Geometry (Å):
1 C -1.302 -2.020 0.442  N3 1.204, O5 1.239
2 C -0.570 0.998 -0.646  O4 1.289, H8 1.063, H9 1.071
3 N -0.515 -1.580 1.241  C1 1.204, Cl6 2.037
4 O -0.255 0.761 -1.873  C2 1.289
5 O -2.205 -2.703 -0.063  C1 1.239
6 Cl 0.904 -0.132 1.049  N3 2.037
7 I 5.128 2.577 -0.003  no bonds
8 H -0.877 0.199 -0.017  C2 1.063
9 H -0.308 1.900 -0.131  C2 1.071

frontier orbital gap (alpha / beta)	0.3165 / 0.1055	Ha
charge	-1

Tell me which of them is the most stable. Sure, it is <A>.